Run i
{"formula": "C6H10N2O2", "method": "ωB97M-V/def2-TZVPD", "smiles": "CO[C@]1(C)N=CCC(=O)N1", "gap_ev": 9.7, "charge": 0, "elements": ["O", "C", "H", "C", "C", "H", "H", "N", "H", "H", "H", "O", "C", "H", "C", "C", "N", "H", "H", "H"], "coordinates": [[1.65937, 0.33819, -0.61259], [-1.74105, 1.14699, -0.71861], [-1.99090, -2.18797, -0.11897], [2.64286, -0.63008, -0.30656], [0.35168, 0.14967, -0.04959], [-3.42526, -0.15772, -0.36746], [0.68872, -0.73022, 1.94900], [-0.26728, -1.13985, -0.14478], [3.38085, -0.56154, -0.99558], [3.12732, -0.32799, 0.71447], [1.40763, 0.87117, 1.82156], [-2.37766, 1.98462, -1.29604], [-1.56232, -1.17345, -0.18996], [-0.28981, 0.99560, 1.95387], [-2.38996, 0.01405, 0.02394], [0.51421, 0.31798, 1.74545], [-0.37746, 1.11819, -0.61564], [-2.35471, 0.36015, 1.04053], [0.10528, 1.83738, -1.05593], [2.21208, -1.57237, -0.29946]]}

---

Run ii
{"formula": "C6H10N2O2", "method": "ωB97M-V/def2-TZVPD", "gap_ev": 9.6, "charge": 0, "elements": ["N", "C", "O", "H", "H", "H", "O", "H", "N", "H", "H", "H", "C", "C", "H", "C", "C", "H", "H", "C"], "coordinates": [[-1.71030, -1.05898, -0.01515], [1.71846, 0.40900, -0.35789], [-0.80744, 1.54575, 0.53006], [0.05020, -1.61069, 1.06974], [-1.47487, 0.36957, 2.12140], [-1.66393, -1.93725, -0.52178], [3.18556, -0.67639, 0.66163], [-2.08881, -0.27512, -1.98275], [2.50930, 1.32541, -0.35008], [0.28802, 0.69915, 2.08364], [-2.88516, 0.62081, -0.66114], [2.84090, -1.52425, 0.32143], [-0.74117, 0.95813, -0.76519], [-1.97881, 0.06884, -0.94545], [-0.59889, 1.74076, -1.51585], [0.36276, -0.10391, -0.61627], [-0.40453, -0.74625, 0.57684], [3.58944, 0.50688, 0.36942], [0.40710, -0.79184, -1.47261], [-0.59782, 0.48038, 1.47000]]}

---

Run iii
{"formula": "C6H10N2O2", "method": "ωB97M-V/def2-TZVPD", "smiles": "C[C@]1(C(N)=O)CCC=[N+]1[O-]", "gap_ev": 9.6, "charge": 0, "elements": ["C", "O", "C", "H", "O", "N", "H", "H", "C", "H", "H", "C", "H", "H", "H", "C", "N", "H", "H", "C"], "coordinates": [[-0.16790, 0.28563, 0.07219], [1.23234, 2.16262, 0.83922], [0.67474, 0.19517, -1.28231], [-0.50191, 0.13736, 2.58725], [-0.65411, -1.36561, 1.56909], [-0.12241, -1.11759, 0.48785], [-2.04166, 1.11882, 0.67939], [0.33656, 0.84776, -2.15864], [0.51315, -1.94020, -0.30358], [0.17286, -1.73577, -2.31077], [-1.38378, 1.57749, -0.87158], [0.83450, -1.30071, -1.58157], [1.69497, 0.66668, -1.18887], [-2.23928, 0.15931, -0.77068], [0.29500, 1.65155, 2.96341], [0.41684, 1.30986, 1.08860], [-0.07554, 1.03233, 2.33519], [0.62215, -2.93099, -0.12100], [1.90782, -1.55097, -1.80621], [-1.51435, 0.79724, -0.22699]]}

---

The most stable of them is run i.

---

Run i
{"formula": "C2H12NO4", "method": "ωB97M-V/def2-TZVPD", "gap_ev": 8.0, "charge": -1, "elements": ["O", "H", "O", "O", "O", "H", "H", "H", "N", "C", "C", "H", "H", "H", "H", "H", "H", "H", "H"], "coordinates": [[2.95825, 1.36113, 0.76926], [0.08156, -0.11375, -0.58142], [-2.41405, 0.05597, -0.87345], [-1.39973, 0.16186, 1.57606], [-1.12580, 0.12655, -3.24378], [-0.23819, 1.64058, 0.61032], [2.36956, 0.88970, 0.17808], [0.74761, -2.21349, 0.00884], [0.59955, -0.13798, 0.28413], [0.85327, -1.48369, 0.81615], [-0.15432, 0.70853, 1.19451], [0.35880, 0.90984, 2.13551], [-3.20856, -0.46976, -0.96277], [-1.47622, -0.05232, -2.33030], [0.08329, -1.81546, 1.51969], [1.85036, -1.45690, 1.24916], [-1.86274, 0.63316, -3.56318], [-1.86662, 0.13467, 0.68212], [3.84397, 1.12135, 0.53105]]}

---

Run ii
{"formula": "C2H12NO4", "method": "ωB97M-V/def2-TZVPD", "gap_ev": 8.0, "charge": -1, "elements": ["H", "O", "N", "H", "H", "H", "C", "O", "H", "O", "O", "H", "H", "H", "H", "H", "C", "H", "H"], "coordinates": [[0.26702, 1.32063, -0.14889], [-3.21028, -1.84534, -0.32972], [-0.54921, -1.05725, -1.15526], [-2.54672, -2.35994, -0.80461], [1.03393, 2.52835, 1.91934], [0.09985, -2.49379, 0.06655], [1.45168, -0.76587, 0.29319], [1.43756, 0.55365, -0.11109], [-2.84519, -0.95797, -0.45982], [1.55516, 3.32447, 1.74449], [-0.71167, 1.78639, -0.23939], [-0.85089, -0.08948, -1.16631], [-0.56804, -1.13462, 0.98298], [1.82874, 3.30064, 0.82248], [0.11357, -1.21038, -1.89935], [-0.53931, 2.62223, -0.68639], [0.05768, -1.40798, 0.13633], [2.22752, -1.26165, -0.32750], [1.74861, -0.85209, 1.36300]]}

---

The most stable of them is run i.

---

Run i
{"formula": "C10H12N", "method": "ωB97M-V/def2-TZVPD", "gap_ev": [8.6, 5.3], "charge": 1, "elements": ["H", "H", "C", "C", "C", "C", "C", "N", "H", "C", "H", "H", "C", "C", "H", "H", "H", "H", "C", "H", "H", "C", "H"], "coordinates": [[1.44068, -1.32406, -2.88244], [-2.49563, -0.98827, 3.41921], [-0.68166, -0.16225, 2.65618], [-0.09710, 0.22838, -1.19261], [-0.71482, -0.00500, 0.15574], [1.40986, 0.19445, 1.54282], [-1.99689, -0.43238, 0.18941], [0.82215, 1.33892, -1.34464], [0.97628, 1.73988, -2.27722], [1.91527, -0.33343, -2.65560], [2.10335, 0.59783, 0.77921], [1.12316, 1.94013, -0.58323], [-2.56212, -0.87826, 1.39059], [-1.93618, -0.68684, 2.59466], [-2.52091, -0.24965, -0.72802], [1.81914, 0.14758, 2.50370], [-0.90054, -0.03695, -1.97066], [-3.62335, -1.10867, 1.19258], [0.02215, 0.01138, 1.44801], [-0.09720, 0.06232, 3.56112], [3.05740, -0.45799, -2.84640], [1.36439, 0.02238, -1.36804], [1.57256, 0.38051, -3.58438]]}

---

Run ii
{"formula": "C10H12N", "method": "ωB97M-V/def2-TZVPD", "gap_ev": 8.5, "charge": 1, "elements": ["C", "C", "H", "C", "H", "H", "C", "H", "H", "H", "H", "C", "C", "H", "H", "C", "C", "H", "H", "N", "H", "C", "C"], "coordinates": [[2.75057, 0.37393, 2.29355], [-0.01748, 0.30847, -2.79956], [-0.73547, 1.09119, -3.03908], [-2.28397, -2.27264, -1.24568], [0.88459, 0.76356, -2.39974], [0.22660, -0.20653, -3.72656], [-0.61694, -0.65013, -1.82578], [1.35022, -0.05203, 0.36959], [-3.15627, -2.86301, -1.48772], [1.64833, 2.87687, 3.70665], [0.10311, 2.30978, 3.00463], [-1.75195, -1.39060, -2.16407], [-1.67723, -2.39745, -0.00152], [-0.05265, -1.68227, 1.20441], [3.59073, -0.06711, 2.77948], [1.83585, 0.37127, 1.26666], [-0.56420, -1.62322, 0.24883], [-2.05321, -3.07777, 0.74496], [1.13514, 3.32232, 2.05073], [-0.04408, -0.77319, -0.63524], [-2.19966, -1.27111, -3.13841], [1.15652, 2.52720, 2.80184], [1.78041, 1.36223, 2.25010]]}

---

The most stable of them is run ii.

---

Run i
{"formula": "BaH16O8", "method": "ωB97M-V/def2-TZVPD", "gap_ev": 12.4, "charge": 2, "elements": ["H", "O", "H", "H", "H", "O", "H", "Ba", "H", "H", "H", "H", "H", "H", "H", "H", "O", "O", "H", "H", "O", "O", "O", "H", "O"], "coordinates": [[-6.39598, 8.14256, 18.99592], [-4.66434, 11.02112, 21.55603], [-1.70925, 11.80725, 21.11181], [-1.70411, 7.74785, 18.45407], [-5.48904, 9.76549, 15.63659], [-6.66952, 10.49348, 18.54203], [-4.39003, 10.53739, 22.34844], [-3.85978, 10.12627, 18.90473], [-5.10065, 13.42838, 18.42354], [-5.49644, 6.96585, 18.58122], [-4.99155, 11.86779, 21.88840], [-1.95036, 11.98691, 16.93504], [-1.40895, 12.32696, 19.70417], [-6.94408, 10.44961, 17.61798], [-4.26108, 13.02437, 17.22407], [-4.49078, 10.90198, 15.80778], [-4.75638, 10.05900, 16.19555], [-1.91572, 11.65482, 20.17909], [-7.48694, 10.44663, 19.05953], [-2.68323, 7.03828, 17.52632], [-2.52900, 7.88684, 17.96364], [-5.47867, 7.83845, 18.99507], [-1.92597, 11.02088, 16.98491], [-1.02699, 10.80247, 16.69640], [-4.59748, 12.68262, 18.06368]]}

---

Run ii
{"formula": "BaH16O8", "method": "ωB97M-V/def2-TZVPD", "gap_ev": 12.0, "charge": 2, "elements": ["H", "H", "Ba", "H", "O", "H", "O", "O", "O", "H", "O", "H", "H", "H", "H", "O", "H", "H", "H", "H", "H", "O", "O", "H", "H"], "coordinates": [[2.22744, 1.02096, -2.11264], [0.05844, -3.04604, 1.53236], [-0.00556, 0.08896, 0.53236], [-0.51256, 3.33096, 1.36436], [0.59744, -1.22104, -1.76664], [-1.95856, 1.71296, -2.02064], [2.77744, -0.68504, -0.00964], [0.58744, -2.68104, 0.83636], [1.63644, 1.45196, -1.52664], [0.35444, -1.87104, -2.44964], [-0.63156, 2.74796, 0.64236], [3.18044, -0.70004, 0.83336], [-1.04656, 3.34096, -0.01164], [-3.24856, 0.08596, 0.15836], [3.47644, -0.41004, -0.57364], [-1.30756, 0.96796, -1.99464], [-0.46256, 1.33496, -2.38264], [2.06344, 2.23796, -1.21964], [0.15744, -3.08304, 0.05736], [-3.26356, 0.18696, 1.69636], [1.46844, -1.39304, -1.51464], [-2.69956, 0.34496, 0.92036], [-1.25456, -1.31504, 2.63136], [-0.60356, -1.77604, 3.12536], [-1.59056, -0.67204, 3.25236]]}

---

The most stable of them is run i.